A structure of composition C31H42BeFKN3O13 in a non-equilibrium geometry, computed with ωB97M-V with the def2-TZVPD basis set.

Last column: Mulliken charge in e.
Positions of all 92 atoms, in Å:
C 0.222 3.354 3.143  -0.811
C 1.659 3.050 2.345  -0.260
N 1.386 2.449 0.985  -0.224
N 2.110 1.292 0.744  0.096
C 1.525 0.924 -0.636  0.274
O 1.200 1.736 -1.661  -0.563
C 1.246 -0.685 -0.754  0.222
C 0.806 -1.659 -1.995  -0.354
C 0.631 -3.279 -1.618  -0.536
C 0.912 -3.874 -0.079  -0.579
C 1.362 -2.845 1.161  0.697
C 1.670 -3.338 2.695  -0.731
C 3.246 -3.036 3.104  -1.403
C 1.488 -1.262 0.759  -0.049
C 1.846 0.086 1.616  0.286
O 1.873 -0.107 2.936  -0.564
H 0.303 2.919 4.238  0.193
H -0.700 2.858 2.613  0.374
H 0.023 4.511 3.161  0.203
H 2.412 2.445 3.009  0.190
H 2.149 4.129 2.204  0.246
H 0.379 2.225 0.827  0.167
H 0.644 -1.213 -3.065  0.380
H 0.330 -4.044 -2.475  0.340
H 0.785 -5.025 0.092  0.346
H 1.571 -4.527 2.688  0.436
H 0.896 -2.914 3.467  0.337
H 3.753 -2.531 2.149  0.465
H 3.830 -3.980 3.484  0.595
H 3.258 -2.185 3.935  0.196
C 3.809 1.203 -4.203  -0.402
C 4.626 1.538 -2.997  -0.068
O 5.779 0.732 -3.151  -0.285
C 5.896 0.457 -4.483  0.618
O 6.869 -0.072 -4.993  -0.521
O 4.784 0.852 -5.168  -0.305
H 3.210 2.050 -4.548  0.529
H 3.151 0.344 -4.037  0.315
H 4.929 2.590 -2.976  0.276
H 4.107 1.299 -2.064  -0.017
K 3.483 -4.863 1.552  1.020
O 0.612 6.135 5.209  -0.567
C 1.835 6.088 5.297  0.830
O 2.439 5.021 5.870  -0.346
C 3.859 4.787 5.870  -0.319
C 4.529 5.529 7.010  -1.091
C 2.678 7.248 4.856  -1.073
H 4.297 5.024 4.896  0.332
H 3.995 3.710 6.016  0.348
H 4.406 6.612 6.914  0.280
H 5.599 5.304 7.041  0.364
H 4.081 5.244 7.967  0.312
H 2.699 7.999 5.650  0.285
H 2.225 7.683 3.959  0.300
H 3.695 6.977 4.581  0.363
C 8.850 -0.602 -2.202  0.891
O 9.276 0.509 -2.476  -0.337
O 8.095 -0.863 -1.259  -0.296
O 9.109 -1.638 -2.826  -0.252
Be 3.367 3.195 -5.476  -0.171
F -3.362 1.015 -5.443  -0.319
C -3.309 1.036 -4.105  0.293
C -4.483 0.906 -3.371  -0.531
C -4.427 0.923 -1.977  -0.361
C -3.198 1.081 -1.332  -0.580
C -2.026 1.216 -2.078  0.273
C -2.081 1.188 -3.471  -0.659
H -5.430 0.793 -3.889  0.454
H -5.339 0.814 -1.394  0.304
H -3.156 1.098 -0.245  0.391
H -1.071 1.343 -1.573  0.197
H -1.178 1.282 -4.066  0.536
C -5.353 -4.199 -1.821  -0.464
C -6.460 -4.046 -0.810  -0.243
C -6.152 -2.694 -0.206  -0.595
O -5.523 -1.913 -1.231  -0.277
C -5.182 -2.782 -2.321  -0.404
H -5.583 -4.908 -2.620  0.286
H -4.436 -4.532 -1.320  0.223
H -7.429 -4.015 -1.323  0.050
H -6.492 -4.848 -0.068  0.335
H -5.447 -2.782 0.627  0.276
H -7.050 -2.179 0.150  0.295
H -5.868 -2.567 -3.147  0.267
H -4.161 -2.574 -2.652  0.259
C -9.877 -6.186 -2.957  -0.732
N -8.500 -6.485 -2.477  0.825
O -7.610 -6.574 -3.330  -0.506
O -8.353 -6.621 -1.257  -0.470
H -9.859 -6.093 -4.045  0.312
H -10.519 -7.015 -2.652  0.291
H -10.191 -5.249 -2.495  0.291

charge: +1
LUMO energy: -6.65 eV
frontier orbital gap: 0.0857 Eh

A structure of composition C28H38AsN5O8OsSi3 in a non-equilibrium geometry, computed with ωB97M-V with the def2-TZVPD basis set.

Last column: Mulliken charge in e.
Positions of all 84 atoms, in Å:
Os -0.315 0.311 0.114  0.163
O -1.786 0.929 3.955  -0.539
C -1.577 0.780 2.786  -0.313
N -0.344 0.724 2.147  0.334
C 0.875 0.767 2.813  -0.247
O 1.070 0.653 3.989  -0.526
C 1.992 0.965 1.816  0.000
C 3.228 1.443 2.196  -0.515
C 4.175 1.698 1.214  -0.858
C 3.858 1.448 -0.114  -0.812
C 2.612 0.942 -0.427  -0.605
N 1.701 0.693 0.528  1.620
C -2.689 0.656 1.770  0.436
C -3.999 0.894 2.116  -0.348
C -4.971 0.848 1.126  -0.840
C -4.598 0.565 -0.179  -0.954
C -3.268 0.325 -0.461  -0.470
N -2.335 0.346 0.503  1.280
H 3.412 1.630 3.245  0.626
H 5.139 2.109 1.476  0.533
H 4.562 1.655 -0.906  0.599
H 2.319 0.736 -1.446  0.408
H -4.224 1.128 3.148  0.632
H -6.005 1.048 1.367  0.501
H -5.321 0.542 -0.980  0.615
H -2.929 0.117 -1.465  0.443
O -2.153 3.120 -0.445  -0.559
C -0.966 3.187 -0.642  0.542
O -0.177 2.102 -0.778  -0.395
C -0.225 4.465 -0.820  0.448
C 1.163 4.493 -0.802  -0.356
C 1.805 5.708 -0.919  -0.116
C 1.125 6.903 -1.070  -0.532
C -0.257 6.831 -1.088  -0.245
C -0.950 5.645 -0.958  -0.664
N -1.031 8.086 -1.247  1.061
O -2.236 7.989 -1.194  -0.596
O -0.394 9.105 -1.354  -0.590
N 3.281 5.719 -0.872  0.995
O 3.823 4.648 -0.661  -0.609
O 3.830 6.789 -0.919  -0.566
H 1.745 3.590 -0.702  0.527
H 1.640 7.848 -1.166  0.633
H -2.031 5.643 -0.965  0.684
C -1.752 -5.057 -1.289  -1.057
Si -2.075 -3.248 -0.998  0.368
C -3.306 -3.040 0.393  -0.796
C -2.458 -2.378 -2.614  -1.203
As -0.048 -2.091 -0.192  -0.216
Si 1.650 -2.509 -1.911  0.785
C 1.421 -4.243 -2.555  -1.271
C 3.314 -2.343 -1.071  -1.065
C 1.302 -1.206 -3.216  -0.901
Si 0.490 -3.119 1.981  0.426
C 0.351 -4.952 1.666  -1.156
C -0.783 -2.488 3.194  -0.960
C 2.245 -2.642 2.402  -1.018
H -2.700 -5.449 -1.670  0.377
H -1.513 -5.615 -0.387  0.290
H -0.999 -5.258 -2.046  0.334
H -4.280 -3.410 0.069  0.464
H -3.437 -2.016 0.736  0.134
H -3.002 -3.649 1.246  0.329
H -3.532 -2.377 -2.809  0.485
H -1.988 -2.923 -3.434  0.387
H -2.098 -1.351 -2.665  0.328
H 1.265 -4.974 -1.761  0.313
H 2.339 -4.530 -3.074  0.445
H 0.605 -4.318 -3.273  0.343
H 3.613 -3.300 -0.643  0.381
H 3.346 -1.604 -0.275  0.160
H 4.067 -2.072 -1.813  0.484
H 0.637 -1.602 -3.983  0.372
H 2.226 -0.910 -3.715  0.479
H 0.831 -0.301 -2.821  0.034
H -0.676 -5.306 1.756  0.329
H 0.942 -5.479 2.417  0.454
H 0.737 -5.247 0.689  0.271
H -1.716 -2.182 2.720  0.124
H -0.408 -1.662 3.797  0.399
H -1.031 -3.302 3.880  0.517
H 2.957 -3.287 1.889  0.401
H 2.391 -2.775 3.476  0.441
H 2.497 -1.610 2.174  0.168

charge: +2
LUMO energy (spin up / spin down): -6.39 / -8.94 eV
frontier orbital gap (spin up / spin down): 0.2948 / 0.2241 Eh
spin multiplicity: 5

The molecule C4H6N2O in a non-equilibrium geometry, computed with ωB97M-V with the def2-TZVPD basis set.

Last column: Mulliken charge in e.
Positions of all 13 atoms, in Å:
C 0.554 1.154 1.193  -1.033
C 0.295 0.377 0.002  0.577
C -0.282 0.760 -1.267  -0.665
C -0.709 -0.612 -1.744  -0.190
N -0.495 -1.529 -0.869  -0.969
N 0.159 -0.873 0.097  0.771
O 0.506 -1.667 1.303  -0.465
H 1.580 1.349 1.630  0.275
H -0.113 2.147 1.082  0.273
H -0.003 0.578 2.200  0.253
H 0.005 1.655 -1.838  0.328
H -1.241 -1.003 -2.657  0.378
H -0.255 -2.335 0.868  0.467

charge: 0
LUMO energy: 0.90 eV
SMILES string: Cc1ccnn1O
frontier orbital gap: 0.3604 Eh

The ion C4H9ClN with charge +1 in a non-equilibrium geometry, computed with ωB97M-V with the def2-TZVPD basis set.

Last column: Mulliken charge in e.
Positions of all 15 atoms, in Å:
C 0.755 -1.418 0.041  -0.755
N 0.496 0.070 0.147  0.063
C -0.193 0.593 -1.100  -0.724
C -1.622 0.900 -0.022  0.143
Cl -2.924 -0.168 -0.347  -0.114
C -0.585 0.514 1.047  -0.717
H 1.616 -1.656 0.735  0.353
H -0.206 -1.978 0.397  0.310
H 0.908 -1.699 -1.055  0.319
H 1.485 0.448 0.048  0.410
H -0.325 -0.027 -1.997  0.291
H 0.154 1.514 -1.612  0.338
H -1.888 1.975 -0.075  0.354
H -0.373 1.416 1.609  0.322
H -0.868 -0.164 1.801  0.408

charge: +1
LUMO energy: -3.53 eV
SMILES string: C[N@H+]1C[C@@H](Cl)C1
frontier orbital gap: 0.4060 Eh

A structure of composition C35H36NbO21 in a non-equilibrium geometry, computed with ωB97M-V with the def2-TZVPD basis set.

Last column: Mulliken charge in e.
Positions of all 93 atoms, in Å:
C -3.216 0.178 3.827  -0.358
O -2.749 -1.014 3.230  -0.460
C -2.439 -0.831 1.864  -0.319
C -1.171 -0.049 1.625  -0.303
C -0.975 0.334 0.159  1.661
C -0.778 1.845 -0.046  -1.907
Nb -2.687 3.076 0.103  -0.916
H -3.743 -0.081 4.736  -0.044
H -2.394 0.845 4.090  0.258
H -3.863 0.727 3.145  0.303
H -2.318 -1.838 1.464  0.001
H -3.274 -0.367 1.337  0.397
H -1.204 0.873 2.207  0.389
H -0.318 -0.612 2.002  0.189
H -1.822 -0.007 -0.436  0.461
H -0.071 -0.145 -0.219  -1.302
H -0.077 2.176 0.725  0.470
H -0.311 2.032 -1.013  0.584
H -3.918 1.692 0.263  -0.011
H -2.688 3.074 1.961  -0.021
H -1.702 4.641 -0.062  -0.030
H -2.922 2.866 -1.721  -0.031
H -4.058 4.309 0.135  0.043
C 3.341 1.826 -3.021  -1.522
C 4.358 2.640 -2.720  0.331
C 4.912 2.768 -1.323  1.048
O 5.857 3.529 -1.180  -0.674
C 4.303 2.002 -0.265  -0.857
C 3.273 1.185 -0.551  0.089
C 2.739 1.035 -1.962  1.459
O 1.827 0.252 -2.124  -0.349
O 2.653 0.456 0.346  -0.471
O 4.980 3.411 -3.606  -0.558
H 2.945 1.733 -4.022  0.609
H 4.694 2.116 0.736  0.499
H 1.937 -0.026 -0.116  0.003
H 5.668 3.885 -3.099  0.361
C -2.184 -4.435 -3.251  -0.897
C -1.243 -3.528 -2.947  0.215
C -0.646 -3.432 -1.564  0.860
O 0.241 -2.607 -1.414  -0.561
C -1.132 -4.308 -0.529  -0.917
C -2.066 -5.218 -0.831  0.247
C -2.645 -5.343 -2.220  1.069
O -3.479 -6.214 -2.394  -0.655
O -2.564 -6.084 0.036  -0.617
O -0.750 -2.658 -3.806  -0.645
H -2.617 -4.519 -4.237  0.445
H -0.718 -4.207 0.460  0.614
H -3.219 -6.612 -0.460  0.375
H -0.102 -2.112 -3.315  0.338
C 3.440 3.697 -6.923  -1.048
C 3.465 4.602 -7.912  0.491
C 2.834 4.345 -9.262  0.918
O 2.905 5.243 -10.081  -0.642
C 2.198 3.067 -9.499  -0.983
C 2.172 2.159 -8.512  0.222
C 2.788 2.427 -7.158  1.194
O 2.699 1.537 -6.333  -0.625
O 1.619 0.967 -8.620  -0.589
O 4.032 5.791 -7.812  -0.585
H 3.889 3.871 -5.954  0.475
H 1.759 2.887 -10.470  0.424
H 1.736 0.532 -7.752  0.372
H 3.889 6.231 -8.672  0.364
C -5.348 0.525 7.715  -1.029
C -5.267 0.706 9.040  0.388
C -5.268 2.079 9.671  1.057
O -5.208 2.118 10.889  -0.656
C -5.336 3.238 8.815  -1.010
C -5.413 3.064 7.484  0.367
C -5.439 1.689 6.853  1.018
O -5.534 1.648 5.644  -0.590
O -5.473 4.050 6.617  -0.562
O -5.181 -0.279 9.919  -0.586
H -5.350 -0.453 7.255  0.452
H -5.319 4.216 9.275  0.416
H -5.508 3.643 5.727  0.380
H -5.139 0.152 10.795  0.372
C 3.212 -5.838 1.390  -1.193
C 4.363 -5.638 2.045  0.304
C 5.056 -4.293 2.075  1.114
O 6.091 -4.235 2.718  -0.645
C 4.463 -3.190 1.361  -0.926
C 3.307 -3.379 0.699  0.219
C 2.613 -4.726 0.682  0.933
O 1.574 -4.773 0.055  -0.480
O 2.691 -2.430 0.032  -0.197
O 5.004 -6.575 2.722  -0.598
H 2.709 -6.794 1.362  0.462
H 4.969 -2.235 1.385  0.544
H 1.849 -2.773 -0.350  0.197
H 5.796 -6.137 3.091  0.373

charge: -1
LUMO energy: -0.19 eV
frontier orbital gap: 0.1723 Eh

- Which of these has the lowest charge?
  C35H36NbO21